# 1
ORCA calculation (ωB97M-V/def2-TZVPD) on a molecular structure, C18H24As2N3OsS2.

Cartesian coordinates (Å):
Os: 0.9072 -0.6101 -0.6215
As: -0.2746 -2.7264 -0.8206
As: -1.0552 0.2587 -1.8441
S: 0.8374 -0.7513 1.5662
S: 4.6012 -1.8139 -2.8203
N: 2.4607 -0.5959 -1.5745
N: 2.8150 0.8104 2.5058
N: 0.6861 1.6789 2.6988
C: 2.0514 3.8028 5.4266
C: -1.6692 -1.2465 -2.8567
C: 0.9365 -4.1906 -1.1060
C: -2.4210 -1.0766 -4.0121
C: 0.7493 4.1040 2.9781
C: -1.3723 -2.5279 -2.3864
C: -2.6016 -3.4700 -4.2225
C: 1.0706 2.8492 3.4697
C: -2.8864 -2.1953 -4.6930
C: 1.7478 5.0691 4.9426
C: 1.7057 2.6778 4.6932
C: -0.6154 1.7183 -3.0207
C: -1.8403 -3.6420 -3.0722
C: 1.0927 5.2190 3.7275
C: -1.3796 -3.1805 0.6908
C: 3.4062 -1.1655 -2.1539
C: 1.5185 0.7488 2.3039
C: -2.4833 0.8414 -0.6833
H: -1.6187 -4.6450 -2.7284
H: 0.2441 4.2147 2.0265
H: -2.6732 0.1001 0.0894
H: 0.8477 6.2068 3.3626
H: 2.5383 3.6891 6.3852
H: -2.0975 -2.3861 0.8848
H: -2.2235 1.8040 -0.2470
H: -2.6498 -0.0880 -4.3914
H: 2.0128 5.9430 5.5216
H: 3.2226 1.6067 2.9864
H: 1.8877 1.6861 5.0911
H: -0.0931 2.4876 -2.4551
H: -1.5308 2.1359 -3.4395
H: -2.9664 -4.3376 -4.7556
H: 3.4249 0.0547 2.2356
H: -3.4705 -2.0676 -5.5943
H: -0.2928 1.5616 2.4756
H: -0.7468 -3.3400 1.5629
H: -3.3693 0.9494 -1.3098
H: 0.0198 1.3409 -3.8199
H: 1.6063 -4.2729 -0.2514
H: 1.5025 -4.0183 -2.0191
H: -1.9209 -4.1009 0.4709
H: 0.3591 -5.1106 -1.1963

Its energy above the lowest of the compared OMol25 structures with the same formula, charge and spin is 0.00 kJ/mol. The charge is +3. Its molecular weight is 686.62 g/mol. Its HOMO energy is -16.96 eV. As for the HOMO-LUMO gap: 5.374 eV. The strongest force on any atom comes out at 0.6 eV/Å.

=====

# 2
ORCA calculation (ωB97M-V/def2-TZVPD) on a molecular structure, C18H24BN12O4STl.

Cartesian coordinates (Å):
Tl: -1.7655 1.0572 -0.0301
S: -3.2480 3.0297 -0.5695
O: -3.3010 1.7710 -1.4784
O: -4.1404 4.0568 -0.9656
O: -1.7698 3.3801 -0.6302
O: -3.4306 2.4408 0.7968
N: -1.3798 -1.5008 1.6956
N: 0.5863 -0.3417 -3.8076
N: 0.1060 0.5080 2.4386
N: 0.9612 -1.2094 0.8766
N: 0.5073 -1.7847 3.2865
N: 0.1862 1.8317 -4.0542
N: 1.6692 -2.4725 3.2761
N: -0.3488 1.4588 1.6049
N: 0.6254 -2.0237 -0.1494
N: 1.9817 1.2264 -2.6597
N: -2.1456 -0.9355 0.7435
N: -0.3209 0.8652 -1.9690
C: 0.6350 1.1036 3.5168
C: 0.1420 0.6074 -4.8291
C: 2.2814 -0.9205 0.8403
C: 1.5274 2.2246 -3.6293
C: -3.2352 -1.6861 0.5725
C: -0.1340 2.6519 2.1627
C: 1.9497 -0.0610 -3.3475
C: 1.0687 1.1889 -1.5332
C: -0.0850 -1.8641 4.5031
C: -0.7679 1.8806 -2.9650
C: -0.3299 -0.4295 -2.6881
C: 0.7241 -2.6213 5.3124
C: -3.1639 -2.7900 1.4074
C: 1.8085 -2.9716 4.4852
C: 1.7447 -2.2421 -0.8198
C: 2.8277 -1.5428 -0.2580
C: 0.5106 2.4747 3.3797
C: -1.9764 -2.6302 2.0969
B: 0.0512 -1.0138 2.0810
H: 0.8339 3.2307 4.0699
H: -1.5124 -3.2603 2.8330
H: 3.8564 -1.5473 -0.5636
H: -0.4695 3.5439 1.6614
H: 0.5607 -2.8863 6.3392
H: -3.9953 -1.3901 -0.1301
H: 1.4641 3.2098 -3.1684
H: 1.3973 0.4228 -0.8260
H: 1.0475 2.1573 -1.0320
H: -3.8720 -3.5892 1.5039
H: -0.7812 2.8684 -2.4995
H: 1.7342 -2.8932 -1.6791
H: 1.0800 0.5194 4.3022
H: 2.1904 2.2491 -4.4919
H: -1.0236 -1.3787 4.7016
H: -0.8718 0.3936 -5.1618
H: 2.6217 -0.0438 -4.2048
H: 2.6729 -3.5658 4.7240
H: 0.8414 0.6440 -5.6616
H: 2.7413 -0.3285 1.6109
H: -1.7696 1.6356 -3.3145
H: -0.0062 -1.2227 -2.0069
H: 2.2484 -0.8509 -2.6553
H: -1.3404 -0.6339 -3.0434

Its energy above the lowest of the compared OMol25 structures with the same formula, charge and spin is 0.00 kJ/mol. The charge is +1. Its molecular weight is 719.73 g/mol. As for the multiplicity: 2. Its HOMO energy (alpha / beta) is -11.76 / -11.76 eV. As for the HOMO-LUMO gap (alpha / beta): 8.601 / 4.714 eV. The strongest force on any atom comes out at 0.9 eV/Å. As for the expectation value of S²: 0.76.

=====

# 3
ORCA calculation (ωB97M-V/def2-TZVPD) on a molecular structure, C18H24BrN5O2PdS2.

Cartesian coordinates (Å):
Pd: 0.3423 -0.0891 -1.0172
Br: 1.1224 -3.1918 -0.2017
S: 1.7396 -1.6855 -5.0317
S: 3.7486 2.9336 -1.1150
O: -0.2157 0.2587 0.9255
O: -3.8436 -4.4861 -0.0828
N: -1.0416 -1.5936 -0.8393
N: -1.2167 1.8382 2.1613
N: 0.7204 0.6570 2.9224
N: 1.0084 -0.6475 -2.8571
N: 1.8255 1.3101 -1.2501
C: -0.7060 -2.8151 -0.4129
C: 2.2464 -0.0960 -3.1572
C: -0.2389 0.9182 2.0119
C: -2.3472 -1.3190 -1.0056
C: 2.7055 0.9570 -2.2638
C: 0.7007 0.8351 4.3751
C: -2.9798 -3.5136 -0.3378
C: -3.3414 -2.2353 -0.7760
C: 3.8145 1.7287 -2.3243
C: 0.6064 -1.5019 -3.7742
C: -0.6793 -2.2534 -3.8045
C: 1.8288 -0.1993 2.4999
C: -1.6266 -3.8017 -0.1547
C: 2.7930 -0.5594 -4.3047
C: -2.2390 1.8681 1.1146
C: 1.4931 3.0329 0.5241
C: 2.2355 2.3598 -0.5754
C: -1.3700 2.7783 3.2701
H: -0.4228 3.2573 3.5139
H: 2.6869 0.0294 3.1292
H: 1.5626 1.4264 4.6849
H: 0.7702 -0.1462 4.8469
H: -2.0595 3.5554 2.9554
H: 1.6578 4.1086 0.4815
H: -2.9130 2.6947 1.3131
H: 0.4251 2.8443 0.4248
H: -1.7937 2.3129 4.1588
H: -0.7987 -2.7452 -4.7677
H: 1.8321 2.6772 1.4984
H: -0.7049 -3.0213 -3.0316
H: 4.6368 1.6662 -3.0175
H: -2.5811 -0.3197 -1.3474
H: -1.3198 -4.7811 0.1820
H: -2.8166 0.9433 1.1004
H: 3.7298 -0.2803 -4.7574
H: -4.7598 -4.2212 -0.2359
H: -0.1962 1.3110 4.7328
H: 1.5787 -1.2554 2.6210
H: -4.3764 -1.9642 -0.9349
H: 2.0925 -0.0203 1.4620
H: -1.7948 2.0164 0.1290
H: -1.5203 -1.5756 -3.6611

Its energy above the lowest of the compared OMol25 structures with the same formula, charge and spin is 0.00 kJ/mol. The charge is +2. Its molecular weight is 592.88 g/mol. Its HOMO energy is -14.49 eV. As for the HOMO-LUMO gap: 8.303 eV. The strongest force on any atom comes out at 0.3 eV/Å.

=====

# 4
ORCA calculation (ωB97M-V/def2-TZVPD) on 14 unconnected molecules or ions with the total composition C18H24Cl39FO4S at a distorted geometry.

Cartesian coordinates (Å):
Cl: 4.9494 0.5549 -3.8929
Cl: 7.9524 8.2728 1.3469
Cl: 3.3359 0.9496 -6.2797
Cl: -2.5947 8.1318 -2.4722
Cl: 5.1471 -2.0579 -2.1087
Cl: 5.2518 -10.8389 -4.6239
Cl: -8.1192 -3.1507 4.1458
Cl: -7.2258 -0.4940 4.9002
Cl: -5.0138 -5.0898 6.1518
Cl: 1.3653 -8.3357 -8.2239
Cl: -6.2480 -1.7116 2.4540
Cl: -7.7500 3.5816 -4.7187
Cl: 6.9551 5.8902 0.0174
Cl: 4.6952 -8.5124 -6.2712
Cl: 2.7871 -7.3049 0.5311
Cl: -9.0931 5.2509 -2.7557
Cl: 4.9366 2.2886 3.8158
Cl: 3.8378 4.2809 2.0414
Cl: 2.9960 -10.8557 -6.4571
Cl: -4.7787 0.3028 0.6418
Cl: 8.8748 5.6492 2.1773
Cl: -3.8103 3.0417 0.6573
Cl: 5.2046 -8.9085 0.4307
Cl: 6.0352 4.9803 3.8045
Cl: -5.8089 2.2285 -1.2727
Cl: 5.9959 -4.6304 -1.0623
Cl: 3.5942 -8.5594 -1.9601
Cl: -3.6073 6.5694 -0.2471
Cl: -1.7910 8.7823 0.2412
Cl: -8.4915 -4.0251 12.6005
Cl: -5.9914 -3.7945 8.5560
Cl: -6.8970 -6.4689 7.8773
Cl: 2.4919 2.0600 -3.7340
Cl: -0.8690 -10.1475 -7.8413
Cl: 0.0000 -9.4612 -10.5260
Cl: 3.6249 -3.3299 0.0042
Cl: -7.5633 -1.2740 12.5595
Cl: -6.8600 6.3127 -4.2793
Cl: -9.5622 -2.1613 10.6490
S: -0.5232 1.6532 -0.6457
F: 5.0413 0.6266 -0.3364
O: -0.6567 3.1522 -1.3137
O: -0.1537 5.3189 -1.3498
O: 1.0796 1.3375 -0.5733
O: -0.9867 0.8196 -1.6986
C: -7.6168 -1.5642 3.5548
C: -8.1405 -2.6270 11.5848
C: -3.0940 8.1677 -0.7816
C: 8.3430 6.6373 0.8185
C: 5.3063 3.7091 2.8348
C: 3.9919 -9.8705 -5.3892
C: 3.8710 1.6526 -4.7551
C: 5.2316 -3.0820 -0.6808
C: 1.6768 1.6168 0.7160
C: -4.3980 1.7129 -0.3463
C: -0.1799 -8.8873 -8.8674
C: 0.6894 6.3859 -0.9159
C: 2.9261 0.7618 0.7958
C: -7.5542 4.8734 -3.5323
C: 3.7100 1.0004 -0.4802
C: 0.2579 4.1169 -0.8226
C: -6.3857 -4.9062 7.2404
C: 4.1529 -7.8097 -0.4617
H: 0.3345 6.7438 0.0449
H: -7.2076 -4.4825 6.6797
H: -3.9351 8.8407 -0.6919
H: 1.2771 3.8597 -1.1251
H: -6.8686 4.5290 -2.7699
H: 3.6315 2.0438 -0.7652
H: 0.2422 4.1425 0.2766
H: 3.5252 1.0290 1.6533
H: -3.6152 1.4415 -1.0445
H: 0.9918 1.4372 1.5332
H: 2.0199 2.6414 0.6814
H: -7.3568 -2.9027 10.8932
H: 6.0138 3.4220 2.0673
H: 4.4175 2.5592 -4.9738
H: 4.7268 -6.9311 -0.7208
H: 1.7195 6.0618 -0.8196
H: 5.8401 -2.5805 0.0590
H: 0.5971 7.1701 -1.6482
H: 3.2833 0.3930 -1.2643
H: 9.1520 6.6966 0.1041
H: 3.3553 -9.4702 -4.6130
H: -8.4438 -1.1327 3.0084
H: -0.8623 -8.0490 -8.8742
H: 2.6171 -0.2742 0.8381

The charge is 0. Its molecular weight is 1738.12 g/mol. Its HOMO energy is -10.40 eV. As for the HOMO-LUMO gap: 10.444 eV. The strongest force on any atom comes out at 1.3 eV/Å.